A single C4H7Cl molecule in a non-equilibrium geometry. Source: OMol25; level of theory: ωB97M-V/def2-TZVPD.

<S²> = 2.006
Calculated total energy = -16777.0936 eV
Energy above the lowest of the compared OMol25 structures with the same formula, charge and spin = 74.6 kJ/mol
Spin multiplicity = 3
Frontier orbital gap (alpha / beta) = 6.989 / 6.259 eV

Each line ends with the Mulliken charge.
Cartesian coordinates (Å):
C -0.81 -0.93 -0.51  -0.604
C -1.18 0.59 -0.43  -0.708
C -0.03 0.06 0.28  0.505
C 1.47 0.26 0.21  -1.088
Cl -0.37 0.01 2.38  -0.077
H -1.44 -1.43 0.11  0.293
H -0.13 -1.47 -1.28  0.247
H -1.12 1.12 -1.37  0.227
H -1.99 0.94 0.08  0.268
H 2.03 -0.60 0.46  0.357
H 1.83 1.15 0.93  0.272
H 1.74 0.30 -0.87  0.307